Entry 1
Below is C3H6O2 as an isolated structure, with properties calculated with wB97M-V/def2-TZVPD.

The geometry in XYZ format:
```
11
Properties=species:S:1:pos:R:3:lowdin_charge:R:1
C 1.45 -0.49 -0.05 -0.016
C 0.12 0.14 -0.20 -0.405
O -0.01 1.16 -1.06 0.068
C -1.02 -0.27 0.39 -0.219
O -2.16 0.53 0.05 -0.105
H 2.23 0.24 0.16 0.090
H 1.42 -1.24 0.75 0.087
H 1.70 -0.99 -0.99 0.091
H -1.58 0.76 1.00 0.175
H -0.99 1.28 -1.05 0.108
H -1.18 -1.18 0.94 0.125
```

Computed properties:
**Gap between HOMO and LUMO**: 9.40 eV
**HOMO level**: -8.6 eV

***

Entry 2
Below is one molecule with the formula C3H6O2, with properties calculated with wB97M-V/def2-TZVPD.

The geometry in XYZ format:
```
11
Properties=species:S:1:pos:R:3:lowdin_charge:R:1
C 1.63 -0.37 -0.64 -0.097
O 0.21 -0.42 -0.64 -0.177
C -0.48 0.40 0.26 -0.201
C -1.84 -0.10 0.62 -0.256
O -2.36 0.08 1.69 0.054
H 2.01 0.34 -1.39 0.087
H 2.05 -0.11 0.34 0.086
H 2.00 -1.37 -0.91 0.089
H -0.96 1.33 -0.17 0.147
H 0.14 0.66 1.13 0.133
H -2.39 -0.43 -0.30 0.136
```

Computed properties:
**Gap between HOMO and LUMO**: 10.54 eV
**HOMO level**: -9.6 eV

***

Entry 3
Below is one molecule with the formula C3H6O2, with properties calculated with wB97M-V/def2-TZVPD.

The geometry in XYZ format:
```
11
Properties=species:S:1:pos:R:3:lowdin_charge:R:1
C -0.38 -0.13 -0.26 -0.312
C 0.27 0.59 0.85 -0.389
C 0.23 -1.12 -1.12 -0.074
O -0.57 -0.38 1.16 0.035
O -0.05 1.99 1.22 -0.042
H -1.16 0.56 -0.74 0.166
H 1.32 0.44 1.25 0.171
H -0.26 -0.90 -2.16 0.115
H 0.14 -2.10 -0.59 0.098
H 1.41 -0.91 -1.23 0.127
H -0.96 1.96 1.62 0.104
```

Computed properties:
**Gap between HOMO and LUMO**: 11.08 eV
**HOMO level**: -10.0 eV

***

Entry 4
Below is a 2-piece molecular cluster, C3H6O2 overall, with properties calculated with wB97M-V/def2-TZVPD.

The geometry in XYZ format:
```
11
Properties=species:S:1:pos:R:3:lowdin_charge:R:1
O 1.62 -2.36 -0.67 -0.043
C 1.61 -1.12 -0.25 0.025
C -0.81 1.40 -0.25 -0.075
C -1.10 0.47 0.89 -0.351
O -1.15 0.80 2.05 0.028
H 0.97 -2.44 -1.39 0.093
H 0.09 1.05 -0.76 0.040
H 2.38 -1.14 0.55 0.018
H -1.64 1.36 -0.98 0.079
H -0.68 2.42 0.12 0.081
H -1.26 -0.59 0.60 0.105
```

Computed properties:
**Gap between HOMO and LUMO**: 9.53 eV
**HOMO level**: -9.2 eV

***

The structure with the greatest stability is entry 2.

***

Entry 1
Below is a 2-piece molecular cluster, C3H6OS2 overall, with properties calculated with wB97M-V/def2-TZVPD.

The geometry in XYZ format:
```
12
Properties=species:S:1:pos:R:3:lowdin_charge:R:1
C 0.35 1.60 -0.21 -0.912
C -0.17 0.31 1.93 -0.378
C 0.71 -2.23 -1.95 -0.172
O 0.68 -3.20 -1.26 -0.001
S 1.12 2.19 -1.65 0.583
S 1.21 0.52 0.78 0.767
H -0.22 0.92 2.79 0.036
H -0.22 -0.64 2.23 -0.018
H -1.10 0.40 1.46 0.024
H 0.17 -2.03 -2.95 0.095
H 1.06 -1.18 -1.56 0.051
H 0.21 3.30 -1.84 -0.075
```

Computed properties:
**Gap between HOMO and LUMO**: 8.52 eV
**HOMO level**: -8.5 eV

***

Entry 2
Below is one molecule with the formula C3H6OS2, with properties calculated with wB97M-V/def2-TZVPD.

The geometry in XYZ format:
```
12
Properties=species:S:1:pos:R:3:lowdin_charge:R:1
C 0.01 0.91 0.31 -0.401
C 0.77 -0.09 -0.55 -0.584
C -0.30 -0.55 0.41 -0.634
H -1.68 1.63 -0.38 0.058
H 0.74 1.36 0.98 0.133
H 0.53 -0.05 -1.58 0.089
H 2.54 -1.71 -0.57 -0.166
H 0.13 -1.00 1.32 0.106
H -2.64 -0.74 0.74 -0.136
O -0.77 1.86 -0.33 -0.004
S 2.50 -0.49 -0.11 0.750
S -1.84 -1.14 -0.25 0.789
```

Computed properties:
**Gap between HOMO and LUMO**: 9.91 eV
**HOMO level**: -9.3 eV

***

The structure with the greatest stability is entry 2.

***

Entry 1
Below is one molecule with the formula C3H6OS2, with properties calculated with wB97M-V/def2-TZVPD.

The geometry in XYZ format:
```
12
Properties=species:S:1:pos:R:3:lowdin_charge:R:1
C 0.02 -1.57 0.15 -0.828
C -1.16 0.80 -0.18 -0.538
C 1.17 0.76 -0.10 -0.529
H 0.07 -2.69 0.11 0.052
H 0.07 -1.25 1.23 0.059
H -1.27 0.85 0.92 0.091
H -1.95 1.39 -0.66 0.095
H 1.99 1.38 -0.41 0.088
H 1.05 0.80 0.98 0.087
O 0.02 1.34 -0.71 -0.233
S -1.46 -0.92 -0.64 0.818
S 1.45 -0.90 -0.68 0.838
```

Computed properties:
**Gap between HOMO and LUMO**: 9.46 eV
**HOMO level**: -8.6 eV

***

Entry 2
Below is one molecule with the formula C3H6OS2, with properties calculated with wB97M-V/def2-TZVPD.

The geometry in XYZ format:
```
12
Properties=species:S:1:pos:R:3:lowdin_charge:R:1
C 0.88 -1.26 0.06 -0.518
C -1.29 0.41 0.33 -0.788
C 1.34 1.04 -0.02 -0.509
H 1.32 -2.21 0.47 0.098
H 1.09 -1.26 -1.02 0.080
H -1.21 0.87 1.33 0.044
H -2.36 0.56 0.03 0.045
H 1.59 1.89 0.64 0.096
H 2.12 1.03 -0.79 0.084
O 1.37 -0.17 0.75 -0.241
S -0.96 -1.38 0.29 0.793
S -0.23 1.34 -0.84 0.817
```

Computed properties:
**Gap between HOMO and LUMO**: 9.47 eV
**HOMO level**: -8.7 eV

***

The structure with the greatest stability is entry 1.

***

Entry 1
Below is one molecule with the formula C3H6OS2, with properties calculated with wB97M-V/def2-TZVPD.

The geometry in XYZ format:
```
12
Properties=species:S:1:pos:R:3:lowdin_charge:R:1
C 0.57 -0.57 -0.69 -0.237
C 0.76 -1.76 0.33 -0.270
O -0.01 -2.65 0.30 0.068
C -0.76 0.09 -0.46 -0.533
S -0.65 1.97 -0.39 0.398
S -0.07 2.47 1.54 0.320
H 1.37 0.10 -0.78 0.059
H 0.58 -1.00 -1.77 0.143
H 1.64 -1.76 1.06 0.133
H -1.40 -0.12 -1.30 0.063
H -1.18 -0.25 0.59 0.112
H -0.85 3.48 1.56 -0.257
```

Computed properties:
**Gap between HOMO and LUMO**: 8.98 eV
**HOMO level**: -8.6 eV

***

Entry 2
Below is one molecule with the formula C3H6OS2, with properties calculated with wB97M-V/def2-TZVPD.

The geometry in XYZ format:
```
12
Properties=species:S:1:pos:R:3:lowdin_charge:R:1
C 1.24 0.30 -0.56 -0.120
C 0.88 0.64 0.85 -0.179
C 0.29 -0.60 0.24 -0.464
O -2.14 -1.52 0.34 -0.463
S -2.17 1.33 -0.21 0.276
S -1.38 -0.45 -0.26 0.350
H 0.39 0.61 -1.24 0.076
H 2.20 -0.16 -0.94 0.135
H 1.52 0.61 1.73 0.112
H 0.15 1.51 0.94 0.067
H 0.43 -1.51 0.82 0.126
H -1.41 -0.77 -1.70 0.085
```

Computed properties:
**Gap between HOMO and LUMO**: 9.76 eV
**HOMO level**: -9.4 eV

***

Entry 3
Below is C3H6OS2 as an isolated structure, with properties calculated with wB97M-V/def2-TZVPD.

The geometry in XYZ format:
```
12
Properties=species:S:1:pos:R:3:lowdin_charge:R:1
C 1.78 1.04 -0.54 -0.080
C 0.20 -0.69 0.02 -1.012
C -1.09 -0.98 0.61 -0.565
H 1.51 2.12 -0.87 0.091
H 2.82 1.16 0.41 0.194
H 1.74 0.21 -1.46 0.101
H -1.20 -0.29 1.44 0.070
H -1.49 -1.93 0.91 0.050
H -3.45 1.19 0.43 0.109
O 0.57 0.58 0.15 -0.205
S 1.01 -2.03 -0.43 0.747
S -2.41 -0.38 -0.68 0.499
```

Computed properties:
**Gap between HOMO and LUMO**: 7.16 eV
**HOMO level**: -8.8 eV

***

The structure with the greatest stability is entry 1.

***

Entry 1
Below is C5H6O as an isolated structure, with properties calculated with wB97M-V/def2-TZVPD.

The geometry in XYZ format:
```
12
Properties=species:S:1:pos:R:3:lowdin_charge:R:1
C -1.81 0.31 -0.49 -0.086
C -1.48 -0.76 0.30 -0.015
C -0.17 -0.42 0.21 -0.255
C 1.01 -0.63 -0.70 -0.106
O 1.87 0.01 0.26 -0.097
C 0.76 0.32 1.12 -0.108
H -2.77 0.81 -0.54 0.049
H -1.01 0.90 -0.96 0.061
H 1.20 -1.70 -0.84 0.136
H 1.01 -0.13 -1.68 0.142
H 0.59 1.41 1.20 0.146
H 0.80 -0.12 2.11 0.134
```

Computed properties:
**Gap between HOMO and LUMO**: 8.89 eV
**HOMO level**: -8.9 eV

***

Entry 2
Below is one molecule with the formula C5H6O, with properties calculated with wB97M-V/def2-TZVPD.

The geometry in XYZ format:
```
12
Properties=species:S:1:pos:R:3:lowdin_charge:R:1
C 1.10 -0.83 -0.56 -0.097
C 0.81 0.20 -1.65 -0.094
C -0.13 -0.02 -0.54 -0.259
C -1.20 0.21 0.16 0.038
C -1.71 0.30 1.38 -0.203
O -0.94 0.85 2.37 -0.003
H 1.83 -0.55 0.19 0.103
H -0.04 0.83 2.01 0.099
H 1.06 -1.90 -0.77 0.101
H 0.49 -0.19 -2.61 0.104
H 1.43 1.09 -1.70 0.102
H -2.70 0.02 1.72 0.110
```

Computed properties:
**Gap between HOMO and LUMO**: 9.30 eV
**HOMO level**: -8.4 eV

***

Entry 3
Below is one molecule with the formula C5H6O, with properties calculated with wB97M-V/def2-TZVPD.

The geometry in XYZ format:
```
12
Properties=species:S:1:pos:R:3:lowdin_charge:R:1
C 2.31 -0.40 0.24 -0.100
C 0.97 0.16 0.34 -0.074
C -0.15 0.61 0.40 -0.053
C -1.57 0.84 0.14 -0.158
C -1.92 -0.41 -0.66 -0.279
O -2.54 -1.34 -0.21 0.060
H 2.88 -0.27 1.17 0.078
H 2.86 0.07 -0.58 0.079
H 2.25 -1.48 0.04 0.082
H -1.72 1.75 -0.44 0.118
H -2.19 0.88 1.05 0.119
H -1.46 -0.44 -1.67 0.129
```

Computed properties:
**Gap between HOMO and LUMO**: 10.47 eV
**HOMO level**: -9.5 eV

***

The structure with the greatest stability is entry 3.

***

Entry 1
Below is one molecule with the formula C3H5NO4, with properties calculated with wB97M-V/def2-TZVPD.

The geometry in XYZ format:
```
13
Properties=species:S:1:pos:R:3:lowdin_charge:R:1
C 1.15 -0.34 0.42 -0.093
C -0.89 -0.42 0.70 -0.069
C 0.06 0.56 -0.13 -0.241
N -0.14 1.96 0.23 -0.317
O 0.09 2.27 1.39 0.110
O -0.62 2.65 -0.66 0.090
O 0.19 -1.33 0.75 -0.080
O -0.29 0.37 -1.68 -0.023
H 1.89 -0.63 -0.37 0.153
H 1.49 0.32 1.25 0.137
H -1.20 -0.18 1.72 0.137
H -1.69 -0.80 0.07 0.131
H -0.50 1.29 -1.95 0.066
```

Computed properties:
**Gap between HOMO and LUMO**: 10.12 eV
**HOMO level**: -10.7 eV

***

Entry 2
Below is C3H5NO4 as an isolated structure, with properties calculated with wB97M-V/def2-TZVPD.

The geometry in XYZ format:
```
13
Properties=species:S:1:pos:R:3:lowdin_charge:R:1
C 0.14 1.26 0.74 -0.226
C 1.29 -0.93 0.03 -0.443
C -0.21 0.23 -0.27 -0.410
N -1.35 -0.66 -0.16 0.076
O 2.34 -0.49 -0.21 0.162
O 0.55 2.28 0.34 0.112
O 0.91 -2.09 0.46 0.127
O -0.02 0.83 -1.55 0.010
H 0.01 1.01 1.86 0.167
H -0.09 -2.18 0.32 0.135
H -1.98 -0.58 -1.01 0.135
H -1.92 -0.35 0.62 0.086
H 0.33 1.67 -1.16 0.069
```

Computed properties:
**Gap between HOMO and LUMO**: 9.24 eV
**HOMO level**: -9.1 eV

***

The structure with the greatest stability is entry 2.